Here is C30H18Cl4N7O2ReS2 as an isolated structure from the OMol25 dataset. Energies are from the ωB97M-V functional and the def2-TZVPD basis.

Structure (XYZ):
```
64
Properties=species:S:1:pos:R:3:forces:R:3:lowdin_spin:R:1
Re -0.847 -1.177 0.897 -0.353 -1.749 -2.024 0.84
C -3.133 3.783 -3.262 -0.045 -0.151 -0.060 0.00
C -2.302 2.917 -2.360 -0.067 0.040 0.314 0.00
C -1.029 2.475 -2.713 0.025 0.040 0.138 0.00
C -0.270 1.737 -1.835 -0.222 -0.023 0.100 0.00
C -0.734 1.381 -0.559 -0.661 0.459 -0.536 0.00
N 0.110 0.734 0.339 -1.045 -2.149 0.614 0.00
C 1.294 1.406 0.497 0.820 0.649 0.545 0.00
C 1.278 2.817 0.451 0.053 -0.227 0.210 0.00
C 2.422 3.572 0.509 0.106 -0.008 -0.009 0.00
C 3.672 2.971 0.618 -0.030 -0.122 -0.058 0.00
C 4.927 3.789 0.685 -0.049 -0.025 0.100 0.00
C 3.709 1.589 0.715 -0.023 0.221 -0.026 0.00
C 2.559 0.813 0.670 -0.445 0.389 0.033 0.00
N 2.706 -0.577 0.788 0.186 -0.310 -0.470 0.00
C 3.623 -1.348 0.165 0.201 -0.366 -0.103 0.00
C 3.499 -2.615 0.682 0.200 0.229 -0.031 0.00
C 2.464 -2.514 1.620 0.346 0.387 0.040 0.00
N 1.996 -1.279 1.667 0.030 0.022 0.992 0.00
C -2.054 1.751 -0.249 1.001 -0.126 -0.669 0.00
C -2.804 2.517 -1.133 -0.057 -0.079 -0.070 0.00
N -2.604 1.376 0.986 -0.437 0.513 0.175 0.00
C -3.546 2.033 1.692 0.063 -0.192 0.241 0.01
C -3.844 1.271 2.799 0.029 -0.043 -0.247 0.00
C -3.030 0.149 2.689 0.022 0.119 0.157 0.01
N -2.273 0.232 1.595 -0.199 -0.554 0.316 0.01
H -2.507 4.389 -3.913 0.042 0.045 -0.046 0.00
H -3.772 4.449 -2.682 -0.007 0.018 -0.021 0.00
H -3.776 3.170 -3.893 -0.063 0.011 -0.090 0.00
H -0.626 2.725 -3.683 0.048 0.029 -0.125 0.00
H 0.723 1.417 -2.111 0.122 -0.045 -0.030 0.00
H 0.319 3.310 0.371 0.007 0.044 -0.001 0.00
H 2.338 4.648 0.483 0.049 0.161 -0.044 0.00
H 4.856 4.661 0.036 0.063 0.037 -0.016 0.00
H 5.787 3.194 0.384 0.098 0.042 -0.009 0.00
H 5.095 4.140 1.705 0.095 0.058 -0.002 0.00
H 4.658 1.088 0.836 0.104 -0.089 0.047 0.00
H 4.256 -0.956 -0.607 0.112 0.106 -0.112 0.00
H 4.055 -3.489 0.413 0.106 -0.089 -0.094 0.00
H 2.051 -3.283 2.243 -0.189 -0.047 0.069 0.00
H -3.812 2.794 -0.859 -0.145 0.030 0.020 0.00
H -3.912 2.991 1.388 -0.007 0.170 -0.153 0.00
H -4.553 1.479 3.575 -0.087 0.086 0.093 0.00
H -2.951 -0.684 3.358 0.122 -0.201 -0.014 0.00
S -0.433 -1.790 3.213 0.214 0.044 -0.974 0.06
C -1.503 -3.141 3.466 -0.835 0.424 -1.541 -0.01
C -1.414 -3.772 4.714 -0.023 -0.511 0.824 0.00
N -1.347 -4.293 5.737 0.054 -0.051 0.221 -0.01
C -2.408 -3.597 2.530 1.088 0.832 0.639 0.03
S -2.612 -2.909 0.964 1.079 1.617 -0.046 0.01
C -3.231 -4.705 2.785 -0.485 -0.732 0.328 0.00
N -3.919 -5.613 2.938 -0.141 -0.154 0.069 0.01
Cl 1.866 -5.204 -4.002 0.134 -0.139 -0.094 0.00
C 0.974 -3.961 -3.209 -0.046 0.093 -0.204 0.00
C 0.205 -3.074 -3.952 0.067 -0.120 0.150 -0.01
Cl 0.169 -3.206 -5.668 -0.011 0.005 -0.232 0.00
C -0.552 -2.093 -3.316 -0.018 0.005 0.017 0.00
Cl -1.556 -1.037 -4.238 -0.149 0.206 0.018 0.00
C -0.546 -1.963 -1.927 0.835 -0.945 0.041 0.00
O -1.272 -1.133 -1.263 -0.115 0.368 1.267 0.02
C 0.306 -2.846 -1.166 -0.479 -0.036 -2.300 0.00
O 0.306 -2.689 0.110 -0.840 1.674 2.295 0.01
C 1.019 -3.852 -1.823 -0.206 0.288 0.277 0.00
Cl 1.936 -4.970 -0.890 -0.041 -0.178 0.105 0.00
```
Positions in Å, forces in eV/Å.

Values from the calculation:
highest occupied orbital energy (spin up / spin down): -0.17004 / -0.17436 Ha
2S+1: 2
HOMO-LUMO gap (spin up / spin down): 5.46 / 6.03 eV
total charge: -1
energy above the lowest of the compared OMol25 structures with the same formula, charge and spin: 235.1 kJ/mol
<S²>: 0.77